{
  "formula": "C12H10Cl4N2O2STi",
  "method": "ωB97M-V/def2-TZVPD",
  "e_above_lowest_kj_mol": 54.7,
  "homo_energy_ev": [-11.9, -11.8],
  "charge": 1,
  "total_energy_ev": -103718.75806,
  "multiplicity": 2,
  "e_lumo_ev": [-3.9836, -3.9054],
  "orbital_gap_ev": [7.9, 7.9],
  "elements": ["Ti", "Cl", "C", "C", "C", "C", "C", "Cl", "C", "S", "H", "H", "H", "Cl", "C", "Cl", "C", "O", "O", "H", "C", "C", "N", "C", "C", "N", "H", "H", "H", "H", "H", "H"],
  "positions_angstrom": [[0.6580, -0.1877, -0.4513], [-0.2194, -0.2262, 1.8280], [-1.1512, -1.7375, 1.9227], [-1.8920, -1.9273, 3.0689], [-2.6227, -3.1003, 3.1728], [-2.5904, -4.0306, 2.1477], [-1.8330, -3.7981, 1.0096], [-1.8284, -4.9871, -0.2379], [-1.0821, -2.6259, 0.8591], [-0.1401, -2.3406, -0.6069], [-1.9006, -1.1840, 3.8535], [-3.2180, -3.2867, 4.0553], [-3.1562, -4.9487, 2.2181], [-3.2286, 2.5326, -3.3844], [-2.3180, 1.4406, -2.3722], [-2.8761, 1.4825, -0.6793], [-0.8172, 1.7355, -2.4377], [-0.2850, 2.4736, -3.1966], [-0.1283, 0.9979, -1.5384], [-2.4792, 0.4225, -2.7212], [3.4899, -2.1309, 0.8373], [3.6863, -0.9741, -0.0727], [2.7324, -0.1791, -0.5618], [3.3625, 0.7871, -1.3489], [4.6916, 0.5604, -1.3267], [4.8697, -0.5470, -0.5203], [2.6435, -2.7305, 0.5028], [3.2885, -1.7864, 1.8529], [4.3777, -2.7594, 0.8602], [2.8067, 1.5488, -1.8704], [5.5118, 1.0673, -1.8014], [5.7540, -0.9770, -0.2989]]
}

{
  "formula": "CH3Br2P",
  "method": "ωB97M-V/def2-TZVPD",
  "e_above_lowest_kj_mol": 141.1,
  "homo_energy_ev": -9.7,
  "charge": 0,
  "total_energy_ev": -150459.26063,
  "multiplicity": 1,
  "e_lumo_ev": 0.1442,
  "orbital_gap_ev": 9.8,
  "elements": ["C", "P", "Br", "Br", "H", "H", "H"],
  "positions_angstrom": [[0.4966, -0.1174, -0.4773], [-0.6539, 0.8803, 0.5867], [2.3027, 0.3392, 0.0514], [-2.5176, -0.1683, -0.1397], [0.5323, 0.0901, -1.5853], [0.5519, -1.2773, -0.2843], [-0.7120, 0.2533, 1.8485]]
}

{
  "formula": "C10H19AlN2",
  "method": "ωB97M-V/def2-TZVPD",
  "homo_energy_ev": -16.7,
  "charge": 2,
  "total_energy_ev": -20237.47327,
  "multiplicity": 1,
  "e_lumo_ev": -9.5794,
  "orbital_gap_ev": 7.1,
  "elements": ["C", "C", "H", "H", "H", "H", "Al", "C", "C", "C", "C", "H", "H", "H", "C", "H", "H", "N", "C", "C", "C", "N", "H", "H", "H", "H", "H", "H", "H", "H", "H", "H"],
  "positions_angstrom": [[-2.5946, -1.5001, -2.1192], [-2.5946, -0.1736, -2.0130], [-3.0821, -2.1329, -1.3819], [-2.1071, -2.0076, -2.9476], [-2.1071, 0.4593, -2.7501], [-3.0821, 0.3340, -1.1845], [0.1979, -0.8226, -0.3232], [1.8659, -2.0531, -1.1312], [1.4645, -1.2179, -2.1842], [2.1625, 0.2052, -0.4798], [2.2032, -1.1778, -0.0130], [1.0782, -1.5418, -3.1418], [1.4194, 1.0307, -2.4010], [2.4327, 1.0807, 0.0930], [1.6485, 0.1715, -1.7842], [2.5805, -1.5046, 0.9484], [1.8786, -3.1335, -1.1234], [0.6582, -0.4187, 1.6372], [-0.5049, 0.0057, 2.4307], [-0.6524, 1.5201, 2.3948], [-0.0786, 2.0538, 1.0904], [-0.3553, 1.1285, -0.0186], [1.4897, 0.1187, 1.9861], [0.7850, -1.3898, 2.0134], [-1.4175, -0.4690, 2.0029], [-0.4462, -0.3219, 3.4941], [-1.7323, 1.7557, 2.5156], [-0.0916, 2.0123, 3.2194], [-0.4895, 3.0701, 0.8983], [1.0129, 2.1849, 1.1969], [-0.1477, 1.6672, -0.8877], [-1.3934, 1.0656, -0.0356]]
}

{
  "formula": "C7H12",
  "method": "ωB97M-V/def2-TZVPD",
  "e_above_lowest_kj_mol": 185.0,
  "homo_energy_ev": -8.3,
  "charge": 0,
  "total_energy_ev": -7451.51364,
  "multiplicity": 1,
  "smiles": "C=C(/C=C/C)CC",
  "e_lumo_ev": 1.0521,
  "orbital_gap_ev": 9.3,
  "elements": ["C", "C", "C", "C", "C", "C", "C", "H", "H", "H", "H", "H", "H", "H", "H", "H", "H", "H", "H"],
  "positions_angstrom": [[1.4030, 1.0335, -2.1948], [1.1810, 0.5245, -0.7902], [-0.2806, 0.5517, -0.3598], [-1.2091, 1.2433, -1.0583], [-0.8336, -1.9782, 2.4108], [-0.1194, -1.0768, 1.4287], [-0.6828, 0.0432, 0.9739], [2.4908, 1.1024, -2.3685], [0.8706, 0.4256, -2.9760], [0.9969, 2.0174, -2.3247], [1.7262, 1.0997, -0.0252], [1.4151, -0.5398, -0.7255], [-0.9668, 1.9483, -1.8386], [-2.2424, 1.0634, -0.8078], [-1.3563, -1.4574, 3.2032], [-0.2841, -2.8376, 2.8523], [-1.6745, -2.4913, 1.9044], [0.8809, -1.3746, 1.1417], [-1.3149, 0.7027, 1.5544]]
}

{
  "formula": "C3H13NO3",
  "method": "ωB97M-V/def2-TZVPD",
  "e_above_lowest_kj_mol": 149.6,
  "homo_energy_ev": -9.6,
  "charge": 0,
  "total_energy_ev": -10953.22087,
  "multiplicity": 1,
  "smiles": "C=NCC.O.O.O",
  "e_lumo_ev": 0.6213,
  "orbital_gap_ev": 10.2,
  "elements": ["C", "C", "C", "N", "H", "H", "H", "H", "H", "H", "H", "H", "H", "O", "H", "H", "O", "H", "H", "O"],
  "positions_angstrom": [[-2.8602, 0.0020, 1.1876], [-1.6678, -0.4732, 0.2920], [-0.5532, 1.6405, 0.4875], [-0.5993, 0.4675, 0.0406], [-3.0018, 1.0822, 1.1274], [-3.6730, -0.6172, 0.8431], [-2.6366, -0.2161, 2.2328], [-2.1266, -0.6868, -0.6543], [-1.2926, -1.3604, 0.7877], [-1.1398, 2.0291, 1.3284], [0.3206, 2.2484, 0.2753], [3.6231, -1.9194, 0.2919], [4.2296, -2.1577, 1.7217], [4.1334, -2.5279, 0.8360], [-1.8919, 0.7732, -2.3430], [-0.4104, 0.6268, -2.1338], [-1.0466, 0.9768, -2.7715], [3.9233, 0.6524, -0.8842], [3.3865, -0.4751, -1.7647], [3.2833, -0.0652, -0.9002]]
}

{
  "formula": "C4H3NOS3",
  "method": "ωB97M-V/def2-TZVPD",
  "e_above_lowest_kj_mol": 0.0,
  "homo_energy_ev": -8.4,
  "charge": 0,
  "total_energy_ev": -40239.62061,
  "multiplicity": 1,
  "smiles": "NC(=O)c1cc(=S)ss1",
  "e_lumo_ev": -1.3044,
  "orbital_gap_ev": 7.1,
  "elements": ["C", "C", "C", "C", "H", "H", "H", "N", "O", "S", "S", "S"],
  "positions_angstrom": [[0.4349, 0.3882, -1.3294], [-0.1560, -0.1963, -0.0468], [-0.5414, 0.6515, 0.9411], [-0.7816, 0.1688, 2.2314], [1.4154, 0.0460, -3.0739], [0.9819, -1.4252, -2.1736], [-0.5192, 1.7445, 0.8303], [1.0290, -0.4298, -2.2013], [0.3525, 1.5646, -1.4296], [-1.4196, 0.9620, 3.6087], [-0.7376, -1.6080, 2.3095], [-0.0584, -1.8663, 0.3336]]
}

{
  "formula": "C5H10O2",
  "method": "ωB97M-V/def2-TZVPD",
  "e_above_lowest_kj_mol": 692.7,
  "homo_energy_ev": -8.6,
  "charge": 0,
  "total_energy_ev": -9435.86333,
  "multiplicity": 1,
  "e_lumo_ev": 0.9143,
  "orbital_gap_ev": 9.6,
  "elements": ["C", "C", "C", "C", "C", "O", "O", "H", "H", "H", "H", "H", "H", "H", "H", "H", "H"],
  "positions_angstrom": [[0.6694, 0.2749, -0.4802], [0.1812, 2.5166, 1.0919], [0.3315, -2.3060, -1.4596], [-0.3937, -0.1617, 0.2825], [-1.3915, -0.5715, 0.9982], [-0.3417, 1.8055, -0.0051], [0.8211, -1.6086, -0.3388], [0.5663, 0.3924, -1.5492], [1.6185, 0.5049, -0.0181], [0.7483, 1.8735, 1.7847], [-0.6313, 2.9756, 1.6681], [0.8541, 3.3158, 0.7538], [-0.4661, -1.7576, -1.9871], [-0.0884, -3.2712, -1.1518], [1.1363, -2.4983, -2.1816], [-2.1146, 0.1405, 1.3727], [-1.4993, -1.6248, 1.2197]]
}